Entry 1:
Formula: C22H26AuN2O3Te
Source: the Open Molecules 2025 dataset
Level of theory: ωB97M-V/def2-TZVPD

For the total energy, the calculation gives -1592.65225 Eh. The value obtained for the energy above the lowest of the compared OMol25 structures with the same formula, charge and spin is 3.82 kJ/mol. The LUMO energy (spin up / spin down) is -3.4 / -5.4 eV. The HOMO energy (spin up / spin down) is -10.92 / -11.35 eV. As for the max |F|: 0.21 eV/Å. Its net charge is +1. As for the HOMO-LUMO gap (spin up / spin down): 7.472 / 5.975 eV. Its molecular weight is 691.03 g mol⁻¹. As for the multiplicity: 3.

Cartesian coordinates (Å):
Au  0.20816  -0.43444  0.68425
C  -2.45089  -3.46680  -1.22909
C  -1.78522  -3.01322  0.06516
C  -2.28598  -3.79744  1.26952
O  -2.04648  -1.60953  0.26829
C  -0.27134  -3.24639  -0.09357
O  0.12815  -4.38621  -0.14019
O  0.54334  -2.21633  -0.21076
H  -3.53506  -3.35177  -1.15006
H  -2.22981  -4.51583  -1.41323
H  -2.09259  -2.87622  -2.07259
H  -3.36611  -3.67553  1.36861
H  -1.80740  -3.43872  2.18313
H  -2.05797  -4.85422  1.14815
H  -2.96518  -1.44075  0.03155
N  2.29560  1.70548  0.14288
C  2.05114  2.42183  1.31608
C  3.00891  3.27141  1.82080
C  2.79981  4.03202  2.98094
C  1.60115  3.98212  3.62953
C  0.59279  3.11595  3.15670
C  -0.67927  3.07752  3.76990
C  -1.64827  2.24678  3.29240
C  -1.31976  1.38139  2.24349
N  -0.13565  1.37078  1.65236
C  0.82798  2.27875  2.03833
H  1.50357  1.62284  -0.47889
H  3.10245  2.04401  -0.36183
H  3.94178  3.37948  1.28027
H  3.58541  4.68820  3.32943
H  1.40001  4.60137  4.49310
H  -0.87046  3.72920  4.61331
H  -2.63833  2.20951  3.72196
H  -2.03409  0.64574  1.89537
C  -0.21303  -6.05676  4.90769
C  0.50307  -4.96717  4.16386
C  1.36995  -5.26233  3.12074
C  2.04076  -4.26885  2.42029
C  2.97512  -4.62389  1.29995
C  1.80100  -2.93945  2.79113
Te  2.70174  -1.45769  1.65183
C  0.95586  -2.60087  3.86125
C  0.77089  -1.18208  4.32487
C  0.31785  -3.63292  4.52652
H  -0.03247  -7.03046  4.45704
H  -1.28878  -5.87668  4.91696
H  0.11952  -6.09546  5.94632
H  1.52638  -6.29544  2.83490
H  3.09165  -5.70310  1.22444
H  3.96913  -4.19652  1.46271
H  2.57663  -4.27552  0.34593
H  0.51083  -0.51462  3.49944
H  1.68380  -0.79713  4.78644
H  -0.02502  -1.11875  5.06524
H  -0.33789  -3.39586  5.35710

Forces on atoms 1 to 3 (eV/Å):
Au 0.098 -0.022 0.000
C -0.027 0.006 0.027
C -0.012 -0.028 -0.090



Entry 2:
Formula: C44H47AsGaN6O4Te
Source: the Open Molecules 2025 dataset
Level of theory: ωB97M-V/def2-TZVPD

For the total energy, the calculation gives -6762.20942 Eh. The value obtained for the energy above the lowest of the compared OMol25 structures with the same formula, charge and spin is 402.83 kJ/mol. The LUMO energy (spin up / spin down) is -5.1 / -7.1 eV. The HOMO energy (spin up / spin down) is -12.44 / -12.44 eV. As for the max |F|: 1.34 eV/Å. Its net charge is +2. As for the HOMO-LUMO gap (spin up / spin down): 7.335 / 5.327 eV. Its molecular weight is 996.14 g mol⁻¹. As for the multiplicity: 2.

Cartesian coordinates (Å):
Ga  -1.14008  -1.34582  0.55939
N  2.04389  -2.18722  0.81286
N  2.57312  -1.77098  2.02926
C  1.83056  -1.03931  2.87482
N  2.39109  -0.57504  3.98857
N  0.54767  -0.87029  2.54449
N  -0.16119  0.15270  2.95447
O  -1.35541  0.14800  2.62811
O  0.39735  1.10616  3.56217
H  2.00937  -3.19813  0.75162
H  2.59269  -1.82351  0.04260
H  3.50827  -2.04660  2.29690
H  3.33182  -0.81846  4.25050
H  1.85211  -0.00658  4.62167
C  1.76244  3.91291  8.99799
C  1.65977  3.81631  7.50726
C  2.69220  3.27960  6.74563
C  2.60043  3.16885  5.36603
C  3.73147  2.53642  4.59985
C  1.43914  3.62625  4.72847
Te  1.14826  3.36526  2.65133
N  -0.15279  1.48219  -0.32009
C  -1.05749  1.86335  -0.91803
O  -1.68943  4.45446  -0.47943
C  -0.94185  2.24208  -3.78027
C  -3.33419  2.43085  -3.89489
C  -3.65126  1.82456  -5.04655
C  -2.89846  0.73716  -5.61624
C  -1.54978  0.61193  -5.54524
C  -0.65490  1.52815  -4.89453
C  2.95146  4.27186  1.98647
C  3.12427  5.63865  2.24493
C  2.10171  6.44027  3.00528
C  4.25566  6.27004  1.74603
C  5.21494  5.58256  1.01098
C  6.44292  6.27366  0.50120
C  5.00120  4.23322  0.74530
C  3.87902  3.56564  1.21403
C  3.71761  2.10000  0.90680
C  0.38362  4.17223  5.47505
C  -0.87283  4.69652  4.83839
C  0.51467  4.25536  6.85296
H  2.59344  3.32377  9.37864
H  0.84020  3.57139  9.46628
H  1.91460  4.95098  9.29756
H  3.58679  2.92362  7.24256
H  4.29279  1.85358  5.23661
H  4.42513  3.30131  4.24532
H  3.35020  1.98954  3.73575
H  -3.84844  3.32889  -3.57525
H  -4.50958  2.16720  -5.61180
H  -3.44709  0.06402  -6.26372
H  -1.08172  -0.16777  -6.13458
H  0.31076  1.67027  -5.36716
H  1.08904  6.09083  2.78093
H  2.16962  7.49425  2.74092
H  2.26443  6.35319  4.08157
H  4.38830  7.32943  1.93013
H  6.41513  7.33858  0.71919
H  6.54142  6.13353  -0.57524
H  7.33572  5.85112  0.96369
H  5.73575  3.68655  0.16546
H  4.13944  1.87229  -0.07112
H  2.66638  1.80715  0.91720
H  4.26017  1.50253  1.64421
H  -1.05193  4.23080  3.86894
H  -0.80445  5.77569  4.68751
H  -1.72799  4.50984  5.48440
H  -0.29576  4.67701  7.43500
O  -2.69866  -0.36142  -0.52936
As  -3.59568  1.01965  -0.73314
C  -5.06942  0.59447  -1.89749
C  -6.13693  1.47243  -2.05181
C  -7.24357  1.06330  -2.77566
C  -7.28591  -0.21350  -3.32107
C  -6.21965  -1.08591  -3.15362
C  -5.10294  -0.68452  -2.43783
C  -4.22662  1.58592  0.99360
C  -3.89365  2.77981  1.61621
C  -4.31057  2.99593  2.92127
C  -5.03688  2.02597  3.59418
C  -5.36707  0.83217  2.96594
C  -4.96992  0.61370  1.65863
C  -2.26235  2.28907  -1.58049
C  -2.21877  1.86928  -3.06146
C  -0.00675  3.24532  -3.28903
C  -0.20826  4.28508  -2.47377
C  -1.49462  4.71927  -1.87189
C  -2.51709  3.77503  -1.39879
H  -6.10245  2.45771  -1.59941
H  -8.08099  1.73399  -2.90641
H  -8.15950  -0.53122  -3.87294
H  -6.26445  -2.08149  -3.57171
H  -4.26571  -1.35262  -2.27198
H  -3.31954  3.53866  1.10017
H  -4.05848  3.92220  3.41731
H  -5.35114  2.20345  4.61340
H  -5.92589  0.07498  3.49776
H  -5.22650  -0.30653  1.14267
H  -2.29427  0.76978  -3.09212
H  0.99790  3.12544  -3.68182
H  0.62938  4.93319  -2.24060
H  -1.81990  5.71720  -2.15488
H  -3.56036  4.07979  -1.36938

Forces on atoms 1 to 3 (eV/Å):
Ga -0.564 -0.004 -0.628
N 0.039 -0.122 -0.229
N -0.018 -0.027 0.138



Entry 3:
Formula: C3H19N3O5
Source: the Open Molecules 2025 dataset
Level of theory: ωB97M-V/def2-TZVPD

Its structure (SMILES) is [H]/N=C(\N)NCC.O.O.O.O.O. For the total energy, the calculation gives -666.20913 Eh. The LUMO energy is 0.5 eV. The HOMO energy is -9.28 eV. As for the max |F|: 0.83 eV/Å. As for the HOMO-LUMO gap: 9.798 eV. Its molecular weight is 177.20 g mol⁻¹.

Cartesian coordinates (Å):
C  1.70863  -0.38241  2.11779
C  1.35643  -0.64734  0.66138
N  0.85494  0.54676  -0.03627
C  -0.50497  0.70138  -0.22530
N  -1.27194  0.69612  0.90709
N  -0.95165  0.94873  -1.40407
H  0.82421  -0.26229  2.73503
H  2.27943  -1.21228  2.54719
H  2.32046  0.51731  2.18867
H  0.62975  -1.45143  0.57615
H  2.23596  -0.98772  0.12605
H  1.35672  0.80774  -0.88505
H  -0.84834  0.28901  1.72097
H  -2.22600  0.37616  0.80406
H  -1.92083  1.21974  -1.43500
H  0.74444  1.92939  -2.59524
H  1.61663  2.84146  -1.72578
O  1.66483  2.11345  -2.37342
H  -1.01590  -3.24607  2.46039
H  -1.70203  -2.38073  1.36825
O  -1.37784  -2.36909  2.29861
H  0.66906  3.20683  0.19010
H  1.91621  4.02176  0.33821
O  1.16170  3.90206  -0.25151
H  -1.75033  -2.01398  -1.05651
H  -3.02173  -2.82259  -0.62937
O  -2.37056  -2.18048  -0.31231
H  -1.17127  -1.69591  -3.33580
H  -0.47926  -0.76752  -2.30597
O  -0.72678  -1.69807  -2.46835

Forces on atoms 1 to 3 (eV/Å):
C 0.267 -0.160 -0.026
C -0.019 0.229 0.125
N -0.101 -0.134 -0.118



Entry 4:
Formula: C41H38N8O2PPdS
Source: the Open Molecules 2025 dataset
Level of theory: ωB97M-V/def2-TZVPD

For the total energy, the calculation gives -3040.88755 Eh. The value obtained for the energy above the lowest of the compared OMol25 structures with the same formula, charge and spin is 0.00 kJ/mol. The LUMO energy is -2.1 eV. The HOMO energy is -9.83 eV. As for the max |F|: 0.37 eV/Å. Its net charge is +1. As for the HOMO-LUMO gap: 7.754 eV. Its molecular weight is 844.27 g mol⁻¹.

Cartesian coordinates (Å):
Pd  0.00484  -0.91068  0.30569
N  -2.50618  3.05031  -0.08328
C  -1.25707  2.56504  -0.04119
N  -1.30510  1.26006  0.10164
C  -2.63577  0.99918  0.14887
N  -3.40566  2.05922  0.04059
C  -3.13900  -0.36067  0.37120
C  -4.49665  -0.66441  0.37235
N  -4.93600  -1.88952  0.62290
C  -4.01849  -2.81230  0.89143
C  -2.66230  -2.52193  0.88931
N  -2.22629  -1.29841  0.61451
H  -2.81509  4.00376  -0.17447
H  -0.36915  3.17421  -0.10073
H  -5.22910  0.10611  0.16792
H  -4.36863  -3.81242  1.11336
H  -1.91696  -3.27144  1.11800
O  -0.48584  -1.12899  -1.80698
S  0.47278  -0.42158  -2.74505
C  -0.45823  -0.25551  -4.25863
C  -1.72438  -0.80691  -4.34489
C  -2.43201  -0.66172  -5.53094
C  -1.87323  0.02570  -6.59802
C  -0.60419  0.58191  -6.48921
C  0.11048  0.44879  -5.31051
C  1.64681  -1.65145  -3.29036
C  2.94760  -1.24935  -3.54511
C  3.86483  -2.18801  -4.00258
C  3.47321  -3.50739  -4.17643
C  2.16906  -3.90032  -3.88980
C  1.24463  -2.96994  -3.44587
H  -2.14182  -1.33055  -3.49555
H  -3.42324  -1.08586  -5.61821
H  -2.43032  0.13540  -7.51870
H  -0.17488  1.12381  -7.32091
H  1.09869  0.88356  -5.21461
H  3.24081  -0.21677  -3.39385
H  4.88109  -1.88866  -4.22301
H  4.18739  -4.23652  -4.53630
H  1.87299  -4.93221  -4.02424
H  0.22459  -3.25230  -3.21678
N  0.20787  -0.75598  2.21345
P  1.26875  0.19847  2.85666
C  1.61253  1.81703  2.06649
C  2.09154  1.85061  0.75584
C  2.38365  3.05682  0.13826
C  2.19373  4.25325  0.82173
C  1.71637  4.23189  2.12335
C  1.43394  3.01981  2.74496
C  2.95618  -0.47066  3.06871
C  4.11125  0.30682  3.05911
C  5.35106  -0.27909  3.28531
C  5.44083  -1.64291  3.52772
C  4.29242  -2.42599  3.52975
C  3.05620  -1.84263  3.29707
C  0.70196  0.58412  4.52837
C  1.52832  0.52705  5.64494
C  1.02168  0.83329  6.90202
C  -0.30719  1.19947  7.04432
C  -1.13800  1.25620  5.93092
C  -0.63760  0.94464  4.67840
H  2.24280  0.92524  0.21397
H  2.76457  3.06572  -0.87567
H  2.42626  5.19597  0.34318
H  1.57438  5.15810  2.66510
H  1.07419  3.01644  3.76603
H  4.04786  1.37372  2.88151
H  6.24449  0.33227  3.28493
H  6.40528  -2.09436  3.72368
H  4.36124  -3.48903  3.72346
H  2.15127  -2.44019  3.28856
H  2.56810  0.24400  5.54091
H  1.66703  0.78151  7.76897
H  -0.70070  1.43608  8.02431
H  -2.17758  1.53482  6.04429
H  -1.28216  0.95763  3.80769
N  1.91489  -1.55618  0.14081
C  2.95797  -2.04139  0.08129
N  4.16995  -2.54073  0.10117
C  4.38151  -3.92884  -0.33975
C  5.67477  -4.42933  0.27393
O  6.74613  -3.56601  -0.05486
C  6.54529  -2.28480  0.51125
C  5.30993  -1.62506  -0.07168
H  4.44761  -3.96115  -1.43117
H  3.53485  -4.53169  -0.01381
H  5.91998  -5.41320  -0.12165
H  5.57026  -4.49910  1.36378
H  7.42738  -1.68980  0.28205
H  6.44110  -2.36621  1.60017
H  5.45823  -1.41942  -1.13680
H  5.08890  -0.69613  0.45446

Forces on atoms 1 to 3 (eV/Å):
Pd -0.102 -0.354 0.006
N 0.001 0.016 0.005
C -0.037 -0.021 0.027